# 1
Density functional theory data (wB97M-V/def2-TZVPD) for a molecular structure, C33H43BN8ReS3Se.

Geometry as XYZ:
```
90
Properties=species:S:1:pos:R:3:forces:R:3:mulliken_spin:R:1
Re 1.713872 -2.584643 0.515234 1.0 -0.4 -1.2 1.092
C 1.793237 -0.108091 5.184671 0.0 0.0 0.0 0.003
C 0.868921 0.205058 4.057634 -0.1 0.0 -0.4 0.008
C -0.207669 1.054154 4.172524 0.1 -0.1 -0.2 0.003
C -1.072415 1.309306 3.080973 -0.1 -0.1 0.1 0.000
N -0.871971 0.719933 1.913781 0.0 -0.1 -0.1 -0.006
N 0.171840 -0.099590 1.790259 0.0 -0.1 0.2 -0.009
B 0.333087 -0.776077 0.416176 -0.2 0.2 0.1 -0.072
N -1.053964 -1.320302 -0.108518 -0.1 0.2 -0.2 0.011
N -1.757873 -0.485797 -0.844884 0.3 0.1 0.1 -0.011
C -2.920828 -0.891944 -1.347991 -0.1 0.0 0.0 -0.001
C -3.418811 -2.165923 -1.022664 0.1 0.0 0.0 0.005
C -2.685063 -3.053602 -0.254379 0.1 0.2 0.0 0.011
C -3.159307 -4.425763 0.080641 0.0 -0.1 0.0 0.002
C -1.433464 -2.569731 0.157134 -0.2 -0.1 0.1 0.014
S -0.251854 -3.573189 1.017899 0.2 0.1 0.0 -0.050
C -3.623157 0.089610 -2.270287 0.1 -0.1 0.0 0.002
C -4.015363 1.317729 -1.445113 0.0 0.1 0.0 -0.001
C -2.628200 0.493259 -3.365425 0.0 0.1 0.0 -0.001
C -4.867651 -0.512591 -2.913842 0.0 0.0 0.0 0.000
N 0.951737 0.123783 -0.677169 0.0 0.2 0.2 0.022
N 0.955241 1.440390 -0.491148 -0.2 -0.5 0.2 -0.022
C 1.273040 2.210581 -1.515081 0.1 0.2 -0.1 0.006
C 1.563033 1.633838 -2.772867 0.0 -0.1 0.0 0.012
C 1.606332 0.268634 -2.957362 0.0 0.0 0.1 -0.007
C 1.921568 -0.375553 -4.263253 0.1 0.0 -0.1 -0.001
C 1.307726 -0.482384 -1.811197 0.1 0.3 -0.1 0.007
S 1.295372 -2.245766 -1.754527 -0.1 0.1 0.9 -0.161
C 1.322625 3.709274 -1.305364 0.1 0.0 -0.1 0.000
C 2.779745 4.158902 -1.510457 0.0 0.0 0.0 -0.001
C 0.418778 4.386544 -2.346149 0.0 0.0 0.0 -0.001
C 0.859739 4.084339 0.094946 0.0 0.1 0.1 -0.001
C 1.012909 -0.377166 2.780600 0.1 0.2 0.2 -0.010
S 2.333324 -1.495960 2.418167 -0.3 0.2 -0.2 -0.010
C -2.250167 2.248000 3.240949 0.1 0.0 0.0 0.000
C -3.104355 1.787751 4.431631 0.0 0.0 0.0 0.000
C -3.108328 2.274751 1.985696 0.0 0.1 -0.1 0.000
C -1.679708 3.649662 3.521626 -0.1 0.0 0.0 0.000
H 1.563609 0.510987 6.047295 0.0 0.0 0.0 0.000
H 1.698420 -1.152022 5.482371 0.0 -0.1 0.0 0.000
H 2.830426 0.074826 4.907337 0.1 0.0 0.0 0.000
H -0.415062 1.524257 5.122676 0.0 0.1 0.1 0.000
H -4.380641 -2.471718 -1.408356 -0.1 0.0 0.0 0.001
H -4.147999 -4.599763 -0.336052 0.0 0.0 0.0 0.000
H -2.483368 -5.181356 -0.320892 0.0 -0.1 0.0 0.000
H -3.218063 -4.561300 1.160532 0.0 0.0 0.1 0.000
H -3.132772 1.804697 -1.036142 0.0 0.1 0.1 0.000
H -4.536214 2.024659 -2.087540 0.0 0.0 0.0 0.000
H -4.686275 1.054418 -0.629183 -0.1 0.0 0.1 0.000
H -1.737429 0.953881 -2.938330 0.1 0.0 0.0 0.001
H -2.337454 -0.361715 -3.974943 0.0 -0.1 -0.1 0.000
H -3.101571 1.219946 -4.021960 0.0 0.0 0.0 0.000
H -5.633573 -0.761395 -2.181494 -0.1 0.0 0.1 0.000
H -5.305867 0.223277 -3.586713 0.0 0.0 0.0 0.000
H -4.638673 -1.395492 -3.507549 0.0 -0.1 -0.1 0.000
H 1.776558 2.287468 -3.606857 0.0 0.0 -0.1 -0.001
H 2.264787 0.364036 -4.982243 0.0 0.0 0.0 -0.001
H 2.695044 -1.136765 -4.157305 0.0 0.0 0.0 0.000
H 1.031588 -0.856112 -4.671716 -0.1 0.0 0.0 -0.001
H 3.149648 3.914257 -2.503298 0.1 0.0 -0.1 0.000
H 2.837603 5.240823 -1.399938 0.0 0.0 0.0 0.000
H 3.439736 3.712264 -0.768676 0.1 0.0 0.1 0.000
H 0.802702 4.294913 -3.359828 0.0 0.0 -0.1 0.000
H -0.595264 3.989431 -2.313836 -0.1 0.0 0.0 0.000
H 0.364739 5.451256 -2.123495 0.0 0.0 0.0 0.000
H 1.436187 3.576102 0.865553 0.1 0.0 0.1 0.000
H 0.989179 5.156418 0.231013 0.0 0.0 0.0 0.000
H -0.193208 3.850521 0.238274 -0.1 0.0 0.0 0.000
H -3.454571 0.764562 4.302055 0.0 -0.1 0.0 0.000
H -2.582183 1.863389 5.382803 0.0 0.0 0.1 0.000
H -3.980490 2.431710 4.501078 0.0 0.0 0.0 0.000
H -3.669157 1.349646 1.873863 0.0 -0.1 -0.1 0.000
H -3.824275 3.090873 2.062789 0.0 0.0 0.0 0.000
H -2.512197 2.426833 1.088816 0.0 0.1 -0.1 0.000
H -1.096169 3.683209 4.439143 0.1 0.0 0.1 0.000
H -1.057778 3.999248 2.700204 0.1 0.0 -0.1 0.000
H -2.506702 4.347032 3.639090 0.0 0.0 0.0 0.000
Se 5.077831 -1.582611 0.635978 0.3 0.4 0.1 -0.024
N 3.774199 -2.835043 0.282134 -1.2 0.4 0.6 0.059
C 4.412757 -3.979762 -0.064431 -0.6 -1.7 -0.5 -0.029
C 3.824647 -5.199141 -0.456323 0.6 0.1 0.0 0.059
C 4.658756 -6.304047 -0.754070 -1.1 0.8 0.2 0.012
C 6.041109 -6.227640 -0.704206 1.4 1.3 0.4 0.002
C 6.664321 -5.020169 -0.354288 -0.6 -1.0 -0.3 0.052
C 5.845262 -3.884135 -0.031726 0.4 -0.9 -0.3 -0.002
N 6.350264 -2.723506 0.287187 0.0 0.5 0.2 0.040
H 2.751335 -5.318683 -0.533691 -0.1 0.0 0.0 0.000
H 4.201891 -7.242375 -1.040513 -0.1 0.0 0.0 0.000
H 6.629016 -7.102335 -0.950387 0.1 0.1 0.0 0.001
H 7.743365 -4.909321 -0.327075 -0.1 0.0 0.0 -0.001
```
Positions in Å, forces in eV/Å.

As for the molar mass: 923.94 g mol⁻¹. The value obtained for the LUMO energy (spin up / spin down) is -0.546 / -0.538 Ha. As for the expectation value of S²: 0.850. The spin multiplicity is 2. As for the charge: +4. The calculation puts the HOMO-LUMO gap (spin up / spin down) at 4.795 / 4.810 eV.

# 2
Density functional theory data (wB97M-V/def2-TZVPD) for a molecular structure, C33H44As2FFeN3O8.

Geometry as XYZ:
```
92
Properties=species:S:1:pos:R:3:forces:R:3:mulliken_spin:R:1
Fe -0.170817 0.603525 -0.442807 0.2 -0.2 0.0 3.528
F -2.914660 6.383144 -0.457383 -0.1 0.0 0.0 0.000
C -3.545045 5.200211 -0.293748 -0.2 0.0 0.0 -0.001
C -2.919782 4.047466 -0.671648 -0.1 0.0 0.0 0.006
C -3.598552 2.836723 -0.542450 0.2 -0.3 -0.2 -0.009
C -2.863392 1.588844 -0.836988 0.3 0.2 0.4 0.008
O -1.723098 1.669978 -1.312172 -0.8 0.2 -0.5 0.036
C -3.504729 0.365527 -0.440888 0.1 0.1 -0.2 0.021
C -4.800623 0.420511 -0.060040 0.0 -0.1 0.3 0.005
N -5.524581 1.564887 0.104737 -0.1 0.1 -0.3 0.003
C -6.933285 1.488294 0.391180 0.1 0.0 0.2 0.000
C -7.768760 0.551020 -0.419235 0.0 0.0 0.0 0.000
C -7.893895 2.033424 -0.624941 0.0 0.0 0.0 0.000
C -4.903662 2.795457 -0.051185 0.0 0.1 0.1 0.002
C -5.507898 3.987366 0.368183 0.0 -0.2 0.0 -0.001
C -4.824302 5.184710 0.276133 0.2 0.1 0.0 0.001
N -5.416415 6.354748 0.846508 -0.1 0.0 -0.1 0.000
C -4.575480 7.457192 1.296642 0.0 -0.1 0.0 0.000
C -5.416516 8.301075 2.287311 0.0 0.0 0.0 0.000
N -6.619288 7.476046 2.636909 0.1 -0.2 -0.2 0.000
C -7.528769 7.386034 1.448345 0.0 0.0 0.1 0.000
C -6.659602 6.848946 0.282146 0.1 0.1 0.0 0.000
C -2.787175 -0.983051 -0.391273 -0.3 0.2 0.3 0.011
O -3.496253 -1.987411 -0.361638 0.1 -0.1 -0.1 0.006
O -1.522638 -0.935235 -0.313579 0.1 -0.1 -0.4 0.080
H -1.892642 4.063146 -1.017734 -0.1 0.1 0.0 0.000
H -5.305227 -0.503898 0.190601 0.0 0.0 -0.1 0.001
H -7.190607 1.600811 1.439359 0.0 0.0 0.0 0.000
H -8.563056 0.028286 0.093073 0.0 0.0 0.0 0.000
H -7.269547 -0.020889 -1.188202 0.0 0.0 0.0 0.000
H -8.783955 2.535341 -0.270637 0.0 0.0 0.0 0.000
H -7.461927 2.443156 -1.527703 0.0 0.0 0.0 0.000
H -6.479719 3.962034 0.844751 0.0 0.0 0.0 0.000
H -4.243134 8.100243 0.478853 0.0 0.0 0.0 0.000
H -3.694707 7.055422 1.791430 0.0 0.0 0.0 0.000
H -5.782284 9.223036 1.840229 0.0 0.0 0.0 0.000
H -4.880772 8.536613 3.203397 0.0 0.0 0.0 0.000
H -7.091067 7.772974 3.487069 0.0 0.1 0.0 0.000
H -6.249851 6.516326 2.738769 -0.1 0.1 0.1 0.000
H -7.922034 8.380539 1.251139 0.0 0.0 0.0 0.000
H -8.346144 6.718824 1.715648 0.0 0.0 0.0 0.000
H -6.472702 7.650479 -0.443673 0.0 0.0 0.0 0.000
H -7.180457 6.046274 -0.232158 0.0 0.0 0.0 0.000
O -1.044125 3.099617 2.628994 0.1 0.4 -0.2 -0.001
C -0.664803 2.506517 1.624279 -0.5 -0.7 0.4 0.013
O -0.827317 1.249051 1.405314 0.1 0.4 0.2 0.073
C 0.034473 3.243276 0.442736 0.6 0.2 -0.9 -0.009
O -0.087797 4.445570 0.238445 -0.2 0.0 0.5 0.008
O 0.704659 2.458152 -0.348111 -0.1 0.0 0.3 0.072
C 3.613307 1.119960 0.027853 0.1 0.1 0.0 0.005
As 2.184274 -0.180774 0.133128 0.1 -0.6 0.2 0.079
C 2.512273 -0.733038 1.974684 0.1 0.0 0.0 -0.001
C 2.917016 -1.660755 -0.924456 0.0 0.1 -0.1 0.022
C 4.070297 -1.473431 -1.684937 0.0 0.0 0.0 0.004
C 4.492288 -2.436697 -2.590870 0.0 0.0 0.0 -0.001
C 3.754201 -3.597889 -2.758247 0.0 0.0 0.0 0.003
C 2.610866 -3.796892 -1.997406 0.1 0.0 0.0 -0.003
C 2.188040 -2.847313 -1.072317 0.0 0.0 0.0 -0.009
As 0.626994 -3.167396 0.084229 0.0 0.2 0.1 0.012
C 1.365722 -4.771769 0.940162 0.0 -0.1 0.0 0.000
C -0.546615 -4.052389 -1.208760 -0.1 -0.1 0.0 0.000
H 3.733952 1.504055 -0.982259 0.0 0.0 0.0 -0.001
H 4.544370 0.680060 0.386148 0.0 0.1 0.0 0.001
H 3.309982 1.947613 0.667331 0.0 0.0 0.0 0.001
H 3.492433 -1.203299 2.057941 0.0 0.0 0.1 -0.001
H 1.731065 -1.410420 2.308590 0.0 0.0 0.0 0.000
H 2.474724 0.166687 2.589338 0.0 0.0 0.0 0.001
H 4.643894 -0.560012 -1.586907 0.0 0.0 0.0 0.001
H 5.389865 -2.272031 -3.174168 0.0 0.0 0.0 0.000
H 4.068246 -4.347851 -3.473797 0.0 0.0 0.0 0.000
H 2.039566 -4.709695 -2.127357 0.0 0.0 0.0 0.000
H 1.706530 -5.491862 0.195497 0.0 0.0 0.0 0.000
H 0.598618 -5.227886 1.566051 0.0 0.0 0.0 0.000
H 2.204295 -4.481682 1.572322 0.0 0.0 0.0 0.000
H -0.243399 -5.083569 -1.393523 0.0 0.0 0.0 0.000
H -0.535918 -3.496254 -2.144728 0.0 -0.1 0.1 0.000
H -1.561811 -4.023220 -0.814348 0.0 0.0 0.0 0.000
C 1.802742 1.587916 -3.214711 0.1 0.0 0.0 0.016
C 0.644008 0.779029 -3.739946 -0.1 0.0 0.0 -0.004
O 0.286991 -0.228056 -2.794271 -0.1 0.2 0.1 0.012
C -0.777372 -1.058337 -3.259583 0.1 0.0 -0.1 0.010
C -0.336412 -2.010572 -4.357137 0.0 0.0 0.0 0.002
H 2.104997 2.319463 -3.967254 0.0 0.0 0.0 0.001
H 2.653916 0.929012 -3.024537 0.0 0.0 0.0 -0.002
H 1.551766 2.128278 -2.302075 -0.1 0.0 0.0 -0.001
H 0.926105 0.300119 -4.682843 0.0 0.0 0.0 0.001
H -0.233573 1.411158 -3.928011 0.0 0.0 0.0 -0.003
H -1.612147 -0.425391 -3.587013 0.0 0.0 0.0 0.001
H -1.108881 -1.618765 -2.390408 0.0 0.1 0.0 -0.001
H -0.044062 -1.499384 -5.274117 0.0 0.0 0.0 0.000
H -1.159048 -2.684730 -4.603821 0.0 0.0 0.0 0.000
H 0.508152 -2.610822 -4.012851 0.0 0.0 0.0 0.000
```
Positions in Å, forces in eV/Å.

As for the molar mass: 835.42 g mol⁻¹. The value obtained for the LUMO energy (spin up / spin down) is -0.051 / -0.051 Ha. As for the expectation value of S²: 6.011. The spin multiplicity is 5. The calculation puts the HOMO-LUMO gap (spin up / spin down) at 5.199 / 4.882 eV.

The maximum force results, record by record, are as follows: 1.931 1.054 eV Å⁻¹.